Computed, not measured: a 10-piece molecular cluster, C85H180BN9O8 overall at a distorted geometry, with wB97M-V/def2-TZVPD.

As for the total charge: +7. As for the spin multiplicity: 2. The value obtained for the HOMO-LUMO gap (alpha / beta) is 4.6 / 8.3 eV. The energy is -121460.1118 eV.

Structure (XYZ):
```
283
Properties=species:S:1:pos:R:3:forces:R:3
O -20.01307 24.45163 -7.13652 1.2 0.7 0.1
C -21.13223 24.73643 -7.58605 -2.6 -2.8 -0.1
O -21.50234 25.94044 -8.16748 0.6 0.1 0.3
B -22.80945 25.73196 -8.76719 1.1 -1.4 3.4
O -23.35465 24.51052 -8.13999 -0.7 0.2 -1.2
C -22.30973 23.77116 -7.65733 2.7 0.7 0.6
O -22.35750 22.54466 -7.33505 -0.3 1.7 -0.5
O -22.65864 25.71394 -10.19650 2.2 -2.5 1.1
C -23.45537 26.51823 -10.70034 -2.4 1.5 -2.9
O -23.60933 26.60099 -11.89189 -0.6 1.0 -0.9
C -24.19479 27.27755 -9.59161 -2.6 3.4 -0.4
O -23.70502 26.86906 -8.49050 0.3 -0.6 1.4
O -25.04485 28.18543 -9.65188 1.7 -2.0 -0.7
C -18.24338 24.84842 -4.11662 0.3 0.2 -0.5
C -17.09972 25.93952 -3.97110 -1.3 -0.8 3.3
C -15.83304 25.75787 -4.69196 1.3 0.5 -3.3
N -14.63312 26.82871 -4.56413 -1.9 -1.4 1.5
C -13.47591 26.46912 -5.55535 -1.7 1.4 -0.4
C -12.57849 27.66363 -5.73230 0.4 1.2 -0.3
C -13.24474 29.06140 -6.07896 -0.9 -1.2 1.4
C -14.29776 29.34179 -4.97138 3.0 0.7 0.2
C -15.31484 28.28519 -4.79241 0.2 -0.8 0.0
C -14.05788 26.68870 -3.11275 -0.9 1.9 -0.5
H -18.61712 24.53149 -3.14299 0.2 0.3 0.1
H -17.95194 23.91680 -4.60163 0.3 0.2 -0.1
H -19.10956 25.19909 -4.67773 0.2 0.1 -0.2
H -16.83712 25.81664 -2.92037 0.0 0.3 0.4
H -17.58065 26.91724 -4.00056 0.4 0.1 -0.6
H -16.13625 25.78264 -5.73865 0.5 0.5 -0.6
H -15.41104 24.75321 -4.66615 0.3 0.1 0.9
H -13.97756 26.29719 -6.50766 -0.1 -0.5 0.0
H -12.93875 25.59674 -5.18316 -0.3 0.0 0.0
H -11.81043 27.43396 -6.47084 -0.1 -0.2 0.0
H -12.04018 27.76386 -4.78981 0.2 0.5 0.0
H -13.85307 29.18047 -6.97555 0.7 -0.7 -0.7
H -12.46611 29.82412 -6.06817 -0.1 -0.1 0.0
H -14.59945 30.38128 -5.10002 -1.0 -0.3 0.0
H -13.72852 29.38678 -4.04292 0.0 0.2 0.3
H -16.00289 28.23330 -5.63619 0.2 -0.6 -0.2
H -15.91568 28.58630 -3.93426 0.1 -0.8 0.3
H -13.49449 27.61635 -3.01204 0.6 -0.5 0.3
H -13.51457 25.77799 -2.86076 0.1 0.1 -0.8
H -14.85461 26.79715 -2.37685 -0.3 -0.1 -0.3
C -17.22914 25.69369 -8.96637 -0.5 0.7 -0.9
C -17.19616 27.19278 -9.51056 -1.4 -1.1 0.7
C -18.62117 27.44104 -10.09261 0.0 0.1 -0.1
N -19.05023 28.87257 -10.66331 3.3 0.7 1.8
C -20.23452 28.73776 -11.51401 -1.0 0.9 0.2
C -20.71006 30.13541 -11.97860 0.4 0.2 -1.0
C -20.73231 31.26944 -10.95226 -1.6 -0.3 -0.1
C -19.57289 31.32706 -10.00951 0.0 -0.9 -0.4
C -19.18049 29.92634 -9.50306 -0.5 0.1 -0.1
C -17.84974 29.37781 -11.48172 -0.6 -1.2 -0.3
H -18.13453 25.53397 -8.38082 -0.1 0.0 0.2
H -16.37313 25.37096 -8.37374 0.2 0.6 -0.1
H -17.28810 24.99610 -9.80182 0.0 0.0 -0.2
H -16.46746 27.29469 -10.31475 0.3 0.3 0.6
H -17.07382 27.77931 -8.59999 0.6 0.6 -0.4
H -19.38290 27.13201 -9.37682 -0.2 0.4 0.1
H -18.68636 26.72184 -10.90906 -0.4 0.4 -0.5
H -20.97027 28.18914 -10.92597 -0.2 0.1 -0.1
H -19.94696 28.13371 -12.37455 -0.1 0.0 0.1
H -21.66528 30.06940 -12.49947 -0.3 -0.3 0.4
H -20.08190 30.43584 -12.81722 0.4 0.0 0.0
H -21.67144 31.17537 -10.40700 -0.1 -0.2 0.4
H -20.83895 32.24811 -11.42018 0.1 -0.1 -0.4
H -19.86246 31.95538 -9.16723 0.5 0.0 0.1
H -18.75088 31.77229 -10.57003 0.3 0.1 0.5
H -19.86192 29.53171 -8.74937 -0.4 -0.1 -0.3
H -18.25064 30.10253 -8.96231 0.4 -0.9 -0.4
H -17.02723 29.50767 -10.77837 0.0 0.0 -0.4
H -18.02177 30.25641 -12.10347 -0.3 0.1 0.6
H -17.72059 28.56308 -12.19420 0.7 0.0 0.1
C -20.09159 22.45307 -18.11507 -1.2 1.4 -1.0
C -21.33175 23.28091 -17.60266 -0.2 -1.1 1.6
C -21.15158 23.65316 -16.06594 0.1 1.4 -0.9
N -22.15051 24.71172 -15.46105 -0.7 -1.8 1.0
C -21.59033 25.17412 -14.06859 0.1 -2.2 -0.9
C -21.65624 23.99502 -13.01867 -0.6 0.6 -0.3
C -23.08762 23.42852 -12.98081 -0.5 -0.8 0.2
C -23.58887 22.91206 -14.33129 0.5 1.4 -1.9
C -23.54217 24.03934 -15.39616 0.6 0.3 0.8
C -22.20367 25.86783 -16.34385 0.6 0.0 -1.4
H -20.46634 21.84817 -18.94077 0.1 -0.3 0.2
H -19.58586 21.81355 -17.39163 -0.1 0.3 0.0
H -19.45879 23.17210 -18.63533 0.7 -0.2 0.5
H -22.20734 22.64473 -17.73195 -0.1 -0.3 0.5
H -21.62323 24.12141 -18.23251 0.9 0.2 0.1
H -20.22899 24.21273 -15.91162 0.4 -0.3 -0.4
H -21.09090 22.80401 -15.38522 -0.4 0.0 -0.3
H -20.55406 25.40520 -14.31524 0.0 0.3 0.2
H -22.13249 26.08202 -13.80428 -0.2 -0.4 0.3
H -20.96908 23.15293 -13.10122 0.2 0.0 -1.4
H -21.21598 24.34236 -12.08400 -1.0 0.7 0.4
H -23.20321 22.54233 -12.35679 0.5 0.2 0.6
H -23.83309 24.13330 -12.61248 0.3 0.4 0.1
H -23.00761 22.11349 -14.79230 0.0 -0.4 0.6
H -24.63808 22.61686 -14.32039 0.1 -0.2 0.3
H -23.71451 23.70549 -16.41937 -0.2 -0.1 0.2
H -24.27613 24.79913 -15.12759 0.1 0.3 -0.1
H -22.77217 26.72074 -15.97310 0.3 -0.2 0.4
H -22.63425 25.58299 -17.30383 -0.2 0.0 0.2
H -21.15480 26.04749 -16.57985 -0.1 0.9 0.1
C -25.33311 21.52300 -8.96900 0.3 1.3 -0.6
C -26.00702 22.92561 -8.93650 0.3 0.5 -1.9
C -27.51950 22.85114 -9.21296 -0.9 0.4 3.1
N -28.37678 24.15251 -9.41594 0.2 -1.6 -1.4
C -28.14214 24.49784 -10.96429 -1.0 0.4 0.8
C -28.76119 25.82745 -11.26203 -0.9 0.8 -0.5
C -28.22483 26.90203 -10.35486 -0.7 0.2 0.4
C -28.55124 26.63787 -8.86351 1.0 0.0 0.0
C -27.97304 25.29600 -8.45502 0.7 -1.2 -1.1
C -29.91039 23.74722 -9.15796 2.0 1.2 0.5
H -25.70294 20.89203 -8.16079 -0.2 -0.2 -0.3
H -24.25782 21.64600 -8.83966 0.0 0.3 0.5
H -25.38737 21.11275 -9.97740 -0.6 -0.5 0.2
H -25.68465 23.58688 -9.74080 1.1 -0.3 -0.3
H -25.63742 23.45789 -8.06004 -0.8 -0.1 0.4
H -27.82947 22.52265 -8.22093 -1.0 -0.5 -0.2
H -27.88677 22.14893 -9.96135 0.5 0.1 0.0
H -27.10100 24.59407 -11.27232 0.4 -0.2 1.0
H -28.52194 23.68468 -11.58287 -0.4 -0.1 0.5
H -28.58785 26.14019 -12.29171 0.4 -0.4 -0.2
H -29.84707 25.91218 -11.21991 -0.2 -0.8 0.2
H -27.15002 26.98744 -10.51487 0.1 0.2 0.3
H -28.70818 27.82183 -10.68416 0.3 0.2 0.2
H -27.97589 27.37908 -8.30883 -0.1 0.1 0.3
H -29.58146 26.75731 -8.52812 -0.2 0.0 -0.5
H -26.88752 25.29877 -8.55376 0.1 0.3 -0.1
H -28.13307 24.92681 -7.44201 -0.6 0.1 0.0
H -30.42763 24.70587 -9.19715 -0.4 -0.4 -0.7
H -29.98904 23.45207 -8.11163 0.3 -0.2 -0.1
H -30.23590 22.92559 -9.79598 0.1 0.5 -0.2
C -26.03656 33.57383 -15.42776 1.3 -0.1 -0.6
C -25.00823 33.45485 -14.24769 -1.4 0.1 -1.2
C -25.78263 33.83772 -12.97605 1.6 0.4 0.2
N -24.99677 33.55273 -11.62846 -0.6 -0.4 2.3
C -25.74031 34.35094 -10.42910 0.7 -1.6 -0.9
C -27.10658 33.76982 -10.12369 -0.8 -1.0 -0.5
C -27.08486 32.21911 -9.80623 0.2 0.5 -0.5
C -26.37569 31.45184 -10.95889 0.4 0.2 0.0
C -24.98576 32.02550 -11.23057 0.3 1.1 -0.9
C -23.53613 34.11619 -11.68533 -1.7 0.1 -1.0
H -25.56578 33.40281 -16.39586 0.7 0.0 0.1
H -26.34760 34.61193 -15.54484 -0.9 -0.3 0.3
H -26.76194 32.76251 -15.48836 -0.6 0.6 0.8
H -24.20211 34.14193 -14.50494 0.1 0.0 0.4
H -24.64038 32.43077 -14.31149 0.1 -0.1 0.6
H -26.80850 33.47496 -13.03988 0.3 -0.7 0.8
H -25.93188 34.91681 -12.93892 0.3 0.1 -0.1
H -25.71409 35.40056 -10.72185 -0.2 -0.1 0.1
H -25.15497 34.16139 -9.52936 0.6 0.3 -0.2
H -27.79314 33.91225 -10.95823 0.0 0.1 -0.1
H -27.52772 34.38191 -9.32614 0.0 -0.2 0.2
H -28.04250 31.73688 -9.61006 -0.6 0.7 -0.7
H -26.67487 32.02208 -8.81567 1.0 0.1 -0.1
H -26.91372 31.41612 -11.90617 -0.5 0.5 0.1
H -26.29092 30.38799 -10.73728 0.4 0.0 0.4
H -24.41860 31.65523 -12.08458 -0.4 -0.8 0.0
H -24.35897 31.85412 -10.35544 0.1 0.7 0.1
H -22.97208 33.67497 -12.50709 -0.4 0.0 -0.2
H -22.90584 34.00401 -10.80315 -0.9 -0.1 0.4
H -23.76237 35.15944 -11.90565 0.7 0.1 0.1
C -20.19700 14.50240 -11.78755 -0.2 0.2 -1.2
C -20.27366 15.52191 -10.68533 -0.7 -0.8 1.0
C -21.71701 15.89336 -10.40654 1.1 1.6 1.0
N -21.86969 16.67723 -9.01636 0.7 -1.0 -0.4
C -20.91579 17.82258 -8.96205 -0.9 1.7 -0.2
C -21.29216 18.76351 -7.81101 0.4 -0.5 0.1
C -22.73992 19.19668 -7.86865 -0.1 0.7 1.1
C -23.74208 18.06615 -7.92258 1.7 -0.5 -0.3
C -23.34926 17.10011 -9.10361 -0.7 1.2 1.8
C -21.51859 15.80266 -7.79620 -2.4 -0.5 0.1
H -19.16425 14.15378 -11.78763 -0.4 -0.7 -0.3
H -20.44871 14.84637 -12.79077 0.4 0.7 -0.1
H -20.99741 13.76991 -11.68322 0.6 -0.7 0.6
H -19.61523 16.38149 -10.81059 -0.2 0.0 -0.3
H -19.91635 14.96154 -9.82138 0.2 0.2 0.3
H -22.45245 15.08914 -10.38516 0.3 -0.1 0.0
H -21.98813 16.66822 -11.12361 -0.4 -0.2 0.0
H -21.12259 18.40990 -9.85670 0.5 -0.2 -0.5
H -19.89390 17.44741 -8.90647 -0.2 0.0 -0.2
H -20.70656 19.67723 -7.70958 0.4 -0.1 -0.7
H -21.05339 18.24321 -6.88344 -0.4 0.0 0.3
H -22.96976 19.97846 -8.59260 0.5 -0.2 -0.4
H -22.87036 19.71052 -6.91626 -0.3 0.3 0.0
H -24.71451 18.55852 -7.93062 -0.3 -0.9 -0.4
H -23.58526 17.53161 -6.98568 -0.6 -0.3 0.1
H -23.51388 17.62098 -10.04684 0.4 -0.1 0.0
H -23.99682 16.22331 -9.10574 0.4 -0.2 0.0
H -21.54568 16.32027 -6.83732 -0.3 0.6 -0.5
H -20.58879 15.24097 -7.70631 0.0 0.1 -1.3
H -22.39948 15.16070 -7.79372 0.5 -0.7 0.4
C -24.81022 21.64109 -4.69282 0.3 2.8 -0.8
C -24.26104 20.88461 -3.54443 -0.3 -1.2 1.8
C -23.86542 21.61030 -2.16456 0.4 -0.1 -1.2
N -22.92028 20.84785 -1.20108 1.4 0.6 -1.5
C -23.44310 19.42529 -0.85099 -0.3 0.1 -0.4
C -22.91827 18.81408 0.50378 0.2 1.7 -2.2
C -22.97939 19.93099 1.51525 -0.9 -2.1 2.4
C -22.13664 21.07718 1.21259 1.2 1.8 -1.5
C -22.67480 21.81266 -0.02628 -1.5 -0.5 0.7
C -21.56634 20.80080 -1.95489 -0.2 -1.4 1.2
H -23.95601 22.21480 -5.05239 -0.2 0.4 -0.6
H -25.60826 22.35598 -4.49244 -0.1 0.0 0.5
H -25.18972 21.09387 -5.55573 0.3 -0.7 0.4
H -23.41762 20.38658 -4.02267 0.2 -0.5 0.7
H -25.06011 20.17930 -3.31614 0.5 -0.6 0.5
H -24.74502 21.96004 -1.62413 -0.1 -0.5 0.1
H -23.24463 22.49772 -2.28789 -0.3 0.2 -0.7
H -24.52534 19.51035 -0.94912 -0.1 0.1 0.7
H -23.20398 18.87987 -1.76392 0.4 -0.4 0.2
H -23.42822 17.89085 0.77887 -0.1 0.2 -0.2
H -21.86571 18.61837 0.29902 0.1 -0.5 0.3
H -23.99881 20.21492 1.77651 -0.3 0.2 -0.5
H -22.67681 19.49581 2.46770 0.3 0.0 0.1
H -21.96967 21.76326 2.04297 -0.6 0.2 0.0
H -21.10333 20.82004 0.97973 0.2 -0.6 -0.1
H -23.69664 22.17117 0.09787 0.0 0.2 0.8
H -22.10118 22.69615 -0.30643 0.3 -0.4 -0.5
H -21.17656 21.81267 -2.06563 -0.3 -0.2 -0.3
H -21.60166 20.18889 -2.85624 -0.5 0.6 -0.2
H -20.88024 20.21804 -1.34028 0.0 0.3 0.4
C -19.16251 22.16008 -10.61973 0.1 0.0 -1.2
C -18.74175 21.75943 -9.23745 -0.2 -0.3 0.9
C -17.22435 21.67366 -8.97798 0.0 0.2 -0.7
N -16.80665 21.38612 -7.56856 -0.7 -0.8 1.5
C -15.35285 20.77704 -7.54604 0.0 0.6 1.5
C -14.89965 20.28941 -6.08407 -0.7 0.6 -1.9
C -15.87363 19.21933 -5.58163 0.8 -0.2 -0.4
C -17.25971 19.83934 -5.52472 -0.3 0.2 -0.8
C -17.78626 20.38142 -6.90410 0.8 0.1 0.9
C -16.93057 22.67799 -6.76067 0.3 -0.1 -0.3
H -20.02516 21.56490 -10.91923 0.1 -0.1 -0.1
H -18.36169 21.95714 -11.33078 -0.1 0.2 -0.3
H -19.51414 23.18759 -10.71283 0.4 0.2 0.1
H -19.19066 20.77592 -9.09858 0.2 -0.1 0.4
H -19.27134 22.44989 -8.58101 0.3 -0.1 0.6
H -16.71073 22.59123 -9.26499 -0.1 0.2 0.0
H -16.73730 20.90140 -9.57338 -0.4 -0.2 -0.2
H -15.29246 19.96561 -8.27130 -0.5 -0.1 0.2
H -14.71605 21.57014 -7.93793 0.0 0.1 0.2
H -13.85109 19.99704 -6.14014 -0.1 -0.5 -0.3
H -14.85550 21.13909 -5.40274 -0.3 0.1 0.1
H -15.86672 18.32851 -6.20971 0.1 0.1 -0.4
H -15.47022 18.84136 -4.64222 -0.6 0.2 0.4
H -18.05127 19.12834 -5.28802 0.2 -0.1 0.5
H -17.18318 20.60326 -4.75098 -0.6 0.2 -0.1
H -18.02297 19.53779 -7.55244 0.7 0.0 -0.4
H -18.75326 20.87204 -6.79316 0.2 0.4 0.2
H -17.96299 23.02147 -6.69563 -0.2 -0.3 -0.5
H -16.35950 23.44198 -7.28820 0.1 -0.1 0.2
H -16.60232 22.58937 -5.72505 0.4 -0.4 -0.3
C -19.01147 29.92174 -4.97251 -0.5 -0.6 0.2
C -20.24255 29.00617 -4.80833 -1.1 -0.2 0.1
C -21.62777 29.75004 -5.01752 0.2 0.5 1.5
N -22.91956 29.14169 -4.39237 -1.0 0.3 -0.8
C -24.22317 30.00386 -4.76199 0.2 -0.4 0.0
C -25.53776 29.26341 -4.48108 0.2 -1.4 -1.0
C -25.59819 27.79581 -5.09644 0.5 1.2 0.7
C -24.41866 27.08182 -4.46942 1.2 0.3 -1.4
C -23.09141 27.78627 -5.04650 -1.6 -0.4 2.0
C -22.83631 29.03236 -2.88453 0.7 0.4 -0.5
H -18.21702 29.54643 -4.32746 0.0 0.0 0.1
H -19.23222 30.93133 -4.62596 0.2 0.1 -0.4
H -18.62059 29.84975 -5.98747 -0.2 0.6 -0.1
H -20.23682 28.61935 -3.78928 -0.1 0.1 0.2
H -20.13484 28.11182 -5.42204 -0.2 0.1 -0.3
H -21.89225 30.03646 -6.03542 0.2 -0.3 0.0
H -21.51885 30.65852 -4.42513 0.0 0.3 -0.3
H -24.21561 30.33676 -5.79988 0.6 -0.8 -0.4
H -24.28507 30.98263 -4.28630 0.8 -0.3 0.9
H -26.26774 29.85407 -5.03457 -0.3 0.2 0.6
H -25.72614 29.18601 -3.41027 -0.3 0.4 -0.1
H -25.51380 27.90624 -6.17754 0.0 -0.4 -0.1
H -26.50390 27.25402 -4.82393 -0.2 0.5 -0.1
H -24.34198 26.01317 -4.66989 -0.1 0.0 -0.4
H -24.59375 27.14021 -3.39516 0.7 0.1 0.1
H -23.18886 28.00930 -6.10897 0.1 -0.5 0.0
H -22.19478 27.22494 -4.78372 -0.1 -0.1 -0.4
H -22.48901 30.01893 -2.57764 0.1 -0.3 0.4
H -22.13271 28.23376 -2.64937 0.2 0.3 0.0
H -23.76240 28.78459 -2.36581 -0.1 0.2 -0.6
```
Positions in Å, forces in eV/Å.